Density functional theory data (ωB97M-V/def2-TZVPD) for a cluster of 5 separate species, C6H22NO5 in total at a distorted geometry.

XYZ file:
```
34
C6H22NO5 | OMol25 | ωB97M-V/def2-TZVPD
C 1.68 1.44 0.84
C 1.36 2.22 -0.40
C 1.68 -0.11 0.72
N 0.35 -0.57 1.09
C -1.95 -0.38 0.34
C -0.55 -0.77 -0.09
C -0.42 -2.27 -0.59
O -0.35 -2.17 -1.95
H 2.65 1.62 1.38
H 1.08 1.90 1.63
H 1.80 1.78 -1.31
H 1.74 3.26 -0.38
H 0.31 2.31 -0.57
H 2.40 -0.56 1.41
H 1.76 -0.42 -0.37
H 0.37 -1.47 1.58
H -2.06 -0.14 1.43
H -2.68 -1.20 0.28
H -2.40 0.29 -0.38
H -0.24 -0.10 -0.89
H -1.26 -2.94 -0.36
H 0.42 -2.90 -0.15
H -0.36 -1.00 -2.97
H -0.87 0.44 -3.16
O -0.21 -0.16 -3.53
H -0.78 0.13 3.12
H -0.52 1.37 2.34
O -0.95 1.10 3.16
H 1.49 -2.92 -1.61
H 2.22 -1.96 -2.51
O 2.38 -2.57 -1.78
H -2.40 2.01 0.58
H -2.75 2.13 1.97
O -2.93 2.61 1.13
```

Output
**Net charge**: -1
**Energy above the lowest of the compared OMol25 structures with the same formula, charge and spin**: 2.487 eV
**E_LUMO**: 3.2 eV
**Total energy**: -672.730931 Ha

Density functional theory data (ωB97M-V/def2-TZVPD) for a cluster of 5 separate species, C6H22O8 in total at a distorted geometry.

XYZ file:
```
36
C6H22O8 | OMol25 | ωB97M-V/def2-TZVPD
O 0.97 0.96 1.69
C 1.73 1.86 0.90
C 1.02 3.06 0.29
O 1.86 3.53 -0.78
H 0.27 1.48 2.14
H 2.67 2.29 1.44
H 2.12 1.29 0.08
H 0.93 3.81 1.14
H 0.02 2.79 -0.01
H 2.09 4.46 -0.68
O -1.47 -3.29 1.72
C -0.39 -3.67 0.82
C 0.74 -4.25 1.66
O 0.18 -5.12 2.52
H -1.41 -2.33 1.74
H -0.66 -4.46 0.17
H 0.04 -2.92 0.17
H 1.29 -3.38 2.10
H 1.54 -4.76 1.10
H -0.70 -4.74 2.78
O -0.50 -0.56 -3.74
C 0.33 0.38 -3.01
C -0.50 1.70 -2.97
O -1.65 1.48 -2.22
H 0.01 -1.40 -3.83
H 0.58 0.05 -2.04
H 1.32 0.62 -3.47
H -0.63 2.11 -4.02
H 0.08 2.45 -2.39
H -2.11 0.75 -2.68
O -1.50 2.27 2.32
H -1.84 3.16 2.11
H -2.24 1.76 2.01
O -1.57 -0.54 1.34
H -0.71 -0.15 1.20
H -1.91 -0.67 0.43
```

Output
**Energy above the lowest of the compared OMol25 structures with the same formula, charge and spin**: 1.096 eV
**E_LUMO**: 0.3 eV
**Total energy**: -843.646769 Ha

Density functional theory data (ωB97M-V/def2-TZVPD) for a cluster of 6 separate species, C6H23ClO9 in total at a distorted geometry.

XYZ file:
```
39
C6H23ClO9 | OMol25 | ωB97M-V/def2-TZVPD
O -0.60 0.18 3.97
H -1.24 0.91 4.09
H 0.32 0.47 4.22
H -0.84 -0.55 4.59
Cl 0.06 -0.43 0.51
O -1.11 -0.57 1.37
O 0.77 -1.68 0.51
O -0.39 -0.16 -0.81
O 0.88 0.64 1.03
C -1.23 3.14 -2.15
C -0.94 3.98 -0.89
C -1.81 5.22 -0.93
O -1.39 3.29 0.27
H -1.11 3.80 -3.01
H -2.29 2.89 -2.06
H -0.68 2.20 -2.23
H 0.12 4.27 -0.90
H -1.83 5.66 0.07
H -2.84 5.03 -1.21
H -1.37 5.94 -1.62
H -0.96 2.43 0.35
C -2.49 -1.90 -3.12
O -2.21 -3.10 -3.82
H -2.82 -2.15 -2.11
H -1.60 -1.30 -2.90
H -3.28 -1.27 -3.54
H -1.96 -2.79 -4.70
C 2.86 -1.95 3.79
O 2.21 -0.73 3.48
H 3.94 -1.95 3.66
H 2.64 -2.24 4.82
H 2.40 -2.73 3.17
H 1.83 -0.76 2.60
C 3.18 -4.07 -1.08
O 1.84 -3.93 -1.54
H 3.58 -4.95 -1.59
H 3.79 -3.23 -1.45
H 3.20 -4.12 0.01
H 1.33 -3.50 -0.84
```

Output
**Energy above the lowest of the compared OMol25 structures with the same formula, charge and spin**: 2.295 eV
**E_LUMO**: -2.0 eV
**Total energy**: -1379.327334 Ha

Density functional theory data (ωB97M-V/def2-TZVPD) for a structure of composition C6H23LiN2O6 at a distorted geometry.

XYZ file:
```
38
C6H23LiN2O6 | OMol25 | ωB97M-V/def2-TZVPD
Li 0.13 -0.38 0.21
N 0.59 -2.53 -2.31
H 1.19 -1.76 -2.05
H 0.88 -3.49 -2.19
H 0.59 -2.41 -3.31
H -0.27 -2.34 -1.82
N 2.66 -2.22 1.14
H 2.77 -3.17 0.81
H 3.44 -1.81 1.63
H 1.78 -2.20 1.64
H 2.49 -1.74 0.26
C -2.47 -1.02 -1.60
O -1.46 -1.53 -0.75
H -1.96 -0.57 -2.45
H -3.10 -1.82 -2.00
H -3.14 -0.35 -1.07
C -0.06 -1.15 3.37
O 0.09 -1.71 2.06
H 0.46 -0.20 3.50
H -1.07 -0.89 3.67
H 0.29 -1.79 4.17
C 2.35 0.51 -1.94
O 1.94 -0.27 -0.87
H 2.92 -0.10 -2.64
H 1.46 0.72 -2.53
H 2.80 1.47 -1.70
C -0.60 3.24 -1.69
O -0.93 3.57 -0.35
C -0.89 2.68 0.67
O -0.50 1.51 0.61
O -1.54 3.29 1.75
C -2.16 2.44 2.77
H -1.46 2.72 -2.10
H 0.31 2.67 -1.88
H -0.56 4.18 -2.24
H -2.74 1.62 2.34
H -2.81 2.94 3.50
H -1.41 1.92 3.37
```

Output
**2S+1**: 2
**Net charge**: +1
**⟨S²⟩**: 0.76
**E_LUMO (spin up / spin down)**: -3.3 / -6.2 eV
**Total energy**: -810.532587 Ha

Density functional theory data (ωB97M-V/def2-TZVPD) for a cluster of 5 separate species, C6H23N2O4 in total at a distorted geometry.

XYZ file:
```
35
C6H23N2O4 | OMol25 | ωB97M-V/def2-TZVPD
N -2.67 0.30 -1.39
C -2.04 0.70 -0.11
C -0.86 -0.24 0.06
N 0.13 -0.19 -1.00
C 1.09 1.00 -0.99
C 2.20 0.58 -0.05
C 2.21 -0.93 0.13
C 1.05 -1.38 -0.77
H -3.01 1.07 -1.98
H -0.41 -0.28 -1.88
H -3.49 -0.28 -1.31
H -2.74 0.83 0.71
H -1.66 1.69 -0.33
H -0.54 -0.17 1.13
H -1.46 -1.24 0.15
H 0.48 1.80 -0.52
H 1.40 1.33 -1.96
H 3.16 0.85 -0.57
H 2.32 1.13 0.89
H 1.98 -1.21 1.17
H 3.12 -1.49 -0.12
H 0.54 -2.30 -0.45
H 1.57 -1.77 -1.68
H -0.08 2.77 3.02
H 1.04 1.91 2.51
O 0.10 2.07 2.38
H -1.76 -3.30 1.64
H -0.61 -2.59 2.33
O -1.11 -2.60 1.50
H -0.64 1.71 -3.90
H -0.03 0.32 -4.36
O -0.15 0.93 -3.63
H -0.09 0.16 2.69
H 0.62 -0.48 3.79
O 0.34 -0.69 2.89
```

Output
**Net charge**: +1
**Energy above the lowest of the compared OMol25 structures with the same formula, charge and spin**: 0.808 eV
**E_LUMO**: -2.4 eV
**Total energy**: -652.621200 Ha

Density functional theory data (ωB97M-V/def2-TZVPD) for a structure of composition C6H24AgO10P at a distorted geometry.

XYZ file:
```
42
C6H24AgO10P | OMol25 | ωB97M-V/def2-TZVPD
Ag 0.08 0.58 0.30
P -0.06 2.45 -1.74
O -0.70 2.34 -3.11
O 0.70 3.75 -1.67
O 0.99 1.27 -1.52
O -1.12 2.14 -0.61
C 0.81 -2.39 1.79
O 1.23 -1.38 0.91
H 1.32 -2.38 2.76
H -0.26 -2.45 2.01
H 1.06 -3.37 1.35
H 1.85 -1.78 0.28
C 3.09 1.86 1.16
O 1.85 1.44 1.70
H 3.90 1.16 1.40
H 2.97 1.90 0.08
H 3.34 2.87 1.48
H 1.92 1.31 2.64
C -1.01 -2.38 -1.39
O -1.05 -0.98 -1.19
H 0.03 -2.74 -1.38
H -1.53 -2.99 -0.65
H -1.42 -2.59 -2.38
H -1.27 -0.59 -2.04
C 2.39 -1.45 -2.95
O 2.41 -0.98 -1.64
H 3.22 -2.13 -3.16
H 1.43 -1.96 -3.18
H 2.38 -0.66 -3.70
H 2.09 -0.05 -1.61
C -4.13 0.43 -0.72
O -3.12 0.68 0.20
H -4.77 -0.40 -0.41
H -4.80 1.30 -0.81
H -3.77 0.24 -1.74
H -2.51 1.37 -0.16
C -1.15 1.36 3.55
O -1.08 0.52 2.39
H -0.51 0.89 4.30
H -0.75 2.34 3.28
H -2.17 1.46 3.90
H -1.89 0.02 2.28
```

Output
**2S+1**: 2
**Net charge**: -1
**Energy above the lowest of the compared OMol25 structures with the same formula, charge and spin**: 0.148 eV
**⟨S²⟩**: 0.76
**E_LUMO (spin up / spin down)**: 2.5 / 2.3 eV
**Total energy**: -1483.731642 Ha

Density functional theory data (ωB97M-V/def2-TZVPD) for a structure of composition C6H24BrFeN12O6 at a distorted geometry.

XYZ file:
```
50
C6H24BrFeN12O6 | OMol25 | ωB97M-V/def2-TZVPD
Fe 0.44 -0.21 0.13
Br 2.83 -0.82 -0.35
C -2.61 0.86 0.09
O -1.48 0.34 0.14
N -3.77 0.25 -0.24
N -2.75 2.13 0.47
H -3.80 -0.68 -0.61
H -4.59 0.81 -0.05
H -2.02 2.81 0.56
H -3.61 2.64 0.33
C 0.40 -0.05 -3.25
O 0.12 -0.21 -2.05
N 1.69 0.05 -3.67
N -0.52 -0.07 -4.21
H 2.39 -0.22 -2.99
H 1.86 0.27 -4.63
H -1.48 -0.25 -3.98
H -0.29 0.14 -5.17
C 1.71 1.55 2.61
O 1.13 1.05 1.64
N 2.85 1.00 3.07
N 1.35 2.71 3.13
H 2.97 0.06 2.72
H 3.38 1.44 3.81
H 0.61 3.28 2.76
H 1.78 2.96 4.00
C 0.95 2.90 -1.27
O 0.68 1.91 -0.60
N 2.00 3.72 -1.15
N 0.22 3.28 -2.38
H 2.08 4.52 -1.74
H 2.64 3.57 -0.39
H -0.67 2.87 -2.57
H 0.42 4.16 -2.80
C -0.33 -3.35 -0.83
O -0.09 -2.18 -0.51
N 0.52 -4.36 -0.53
N -1.45 -3.75 -1.43
H 1.38 -4.11 -0.07
H 0.25 -5.30 -0.74
H -2.13 -3.07 -1.73
H -1.60 -4.74 -1.48
C -0.37 -1.95 2.80
O -0.04 -1.21 1.85
N -1.31 -1.70 3.71
N 0.34 -3.04 3.13
H -1.63 -2.40 4.35
H -1.79 -0.82 3.55
H 0.19 -3.52 4.00
H 1.14 -3.29 2.57
```

Output
**2S+1**: 6
**Net charge**: +2
**⟨S²⟩**: 8.76
**E_LUMO (spin up / spin down)**: -4.5 / -6.7 eV
**Total energy**: -5189.086726 Ha

Density functional theory data (ωB97M-V/def2-TZVPD) for a structure of composition C6H24F3HfN12O6 at a distorted geometry.

XYZ file:
```
52
C6H24F3HfN12O6 | OMol25 | ωB97M-V/def2-TZVPD
Hf -0.87 -0.58 0.37
F -1.15 -1.31 -1.80
F -3.14 -1.11 0.64
F -1.11 -1.18 2.68
C -3.06 1.36 -2.35
O -2.60 1.11 -1.28
N -3.95 2.27 -2.56
N -2.86 0.69 -3.48
H -4.09 2.58 -3.51
H -4.14 2.78 -1.71
H -3.49 0.85 -4.25
H -2.36 -0.17 -3.30
C 2.49 -1.46 -0.53
O 1.29 -1.28 -0.31
N 3.39 -2.00 0.30
N 3.14 -1.15 -1.61
H 2.97 -2.61 0.99
H 4.36 -2.01 0.01
H 2.53 -0.57 -2.16
H 4.15 -1.25 -1.56
C 1.91 0.67 2.46
O 0.97 0.59 1.68
N 2.08 1.75 3.16
N 2.71 -0.32 2.73
H 1.70 2.56 2.69
H 2.44 1.85 4.10
H 2.49 -1.28 2.53
H 3.61 -0.21 3.17
C 0.80 1.63 -1.89
O 0.04 1.26 -0.93
N 0.68 1.41 -3.17
N 1.75 2.41 -1.57
H 1.32 1.73 -3.87
H 0.04 0.74 -3.57
H 2.04 2.97 -2.36
H 2.12 2.63 -0.66
C -0.49 -4.18 0.33
O -0.66 -2.99 0.45
N 0.39 -4.78 1.09
N -1.29 -5.06 -0.27
H 0.44 -5.78 0.90
H 0.82 -4.32 1.87
H -0.80 -5.92 -0.48
H -1.89 -4.75 -1.02
C -1.73 2.30 1.90
O -1.66 1.28 1.30
N -1.27 2.61 2.99
N -2.48 3.34 1.66
H -1.35 3.47 3.52
H -0.76 1.90 3.50
H -3.22 3.35 0.98
H -2.25 4.15 2.21
```

Output
**Net charge**: +1
**Energy above the lowest of the compared OMol25 structures with the same formula, charge and spin**: 7.571 eV
**E_LUMO**: -2.4 eV
**Total energy**: -1699.231111 Ha